{
  "formula": "C48H37Cl2N4O4S5Tc",
  "method": "ωB97M-V with the def2-TZVPD basis set",
  "e_above_lowest_kj_mol": 0.00,
  "multiplicity": 4,
  "charge": 1,
  "e_tot_ha": -5363.13730,
  "orbital_gap_ev": [7.2, 6.5],
  "elements": ["C", "C", "C", "H", "Tc", "H", "C", "C", "H", "C", "O", "C", "C", "H", "C", "N", "C", "C", "O", "H", "H", "C", "C", "H", "C", "H", "C", "H", "S", "C", "H", "C", "H", "H", "C", "C", "H", "S", "C", "C", "S", "H", "C", "C", "N", "C", "H", "H", "H", "H", "H", "C", "C", "C", "H", "C", "C", "Cl", "C", "C", "H", "N", "C", "C", "H", "C", "O", "S", "C", "C", "H", "C", "H", "O", "C", "H", "C", "C", "C", "C", "H", "H", "S", "H", "C", "H", "H", "H", "H", "H", "C", "C", "N", "C", "Cl", "H", "H", "H", "C", "H", "C"],
  "positions_angstrom": [[2.327, -5.177, -0.614], [0.087, 6.637, -0.961], [0.124, 7.143, 0.331], [-2.217, 10.641, 1.223], [0.061, -0.092, 0.536], [1.301, -1.205, -4.074], [0.472, 3.019, -0.184], [1.723, -3.405, 4.136], [2.892, -5.721, -1.348], [-2.796, -2.249, -1.787], [-3.472, 1.585, 1.771], [-0.444, 2.763, 4.451], [-2.077, -1.387, -0.966], [-0.169, -4.071, -2.845], [-0.928, 1.960, -4.001], [-1.880, 0.392, 0.577], [5.733, -2.045, 2.607], [0.607, 4.969, 1.203], [1.430, -1.227, 1.170], [-3.451, 9.390, 1.433], [-2.696, -0.357, -5.271], [-0.483, -2.521, -6.642], [0.331, 1.810, -0.090], [0.499, 6.739, 2.403], [-0.743, -3.324, -2.322], [-1.218, -2.607, 5.518], [-1.865, 4.138, -4.257], [-2.498, -1.985, -7.136], [-0.225, -1.899, 3.419], [2.040, -2.275, 1.810], [-2.563, 4.899, -3.946], [-0.701, -0.708, -4.587], [-0.398, -3.244, -7.440], [4.419, 0.665, -2.514], [0.757, -3.489, 5.166], [0.797, 2.176, 4.245], [6.329, 0.061, 2.472], [-0.325, 8.820, 0.707], [0.971, 1.335, 3.160], [-2.787, -0.315, -0.188], [0.484, -4.481, 1.018], [0.792, 4.306, 2.036], [0.270, 5.283, -1.170], [-1.222, 1.587, 2.522], [-0.744, -1.481, -0.811], [0.482, 4.426, -0.086], [3.751, -3.553, -0.192], [2.652, -3.943, 4.167], [-2.499, 2.717, -2.767], [6.663, -2.511, 2.877], [0.213, 4.880, -2.170], [-1.666, -1.819, -6.466], [-0.338, -2.731, 4.919], [-2.120, -3.241, -2.474], [0.661, 1.430, -5.333], [5.591, -0.712, 2.401], [-1.004, 4.371, -5.318], [3.370, 1.748, -0.684], [-1.997, 8.881, 0.011], [2.801, -4.006, 0.021], [0.589, 3.586, -6.521], [-0.009, 1.054, 2.304], [3.489, -1.946, 2.079], [-0.099, -2.432, -1.486], [1.516, -2.848, -5.935], [4.526, -2.756, 2.423], [-2.335, 8.129, -0.853], [-0.931, 0.380, -3.130], [-1.832, 2.924, -3.590], [4.211, 0.395, -1.480], [-2.471, 2.844, 3.682], [0.438, 6.319, 1.409], [1.094, 0.998, -2.503], [-3.984, -0.165, -0.232], [0.488, -1.389, -4.761], [-3.865, -2.125, -1.857], [-0.043, 2.192, -5.038], [-2.830, 9.910, 0.700], [-0.089, 3.404, -5.703], [0.594, -2.303, -5.796], [-0.119, 7.283, -1.798], [4.439, -3.821, 2.529], [3.980, -0.292, 1.977], [0.974, -2.462, -1.365], [1.927, -3.519, 0.943], [-2.652, -3.928, -3.110], [1.934, 0.887, 2.955], [-1.042, 5.311, -5.845], [1.626, 2.380, 4.905], [-3.492, 10.402, -0.010], [-1.473, 2.448, 3.579], [-1.782, -0.910, -5.427], [0.431, 0.257, -2.323], [-2.340, 1.214, 1.588], [3.195, -1.045, -1.468], [5.124, 0.178, -0.927], [0.508, -6.390, -0.478], [-0.607, 3.444, 5.271], [1.097, -5.546, -0.180], [0.877, -4.098, 6.046], [1.341, -2.578, 3.125]],
  "lowdin_spin": [0.000, -0.003, 0.019, 0.000, 2.319, 0.000, 0.098, 0.000, 0.000, -0.002, 0.028, 0.010, 0.008, 0.000, 0.002, 0.033, 0.000, 0.019, 0.208, 0.000, 0.000, 0.000, -0.044, 0.000, 0.000, 0.000, 0.000, 0.000, 0.010, 0.022, 0.000, 0.004, 0.000, 0.000, 0.001, -0.001, 0.000, 0.003, 0.012, 0.009, 0.001, 0.001, 0.019, 0.007, 0.030, 0.010, 0.000, 0.000, 0.000, 0.000, 0.001, 0.000, 0.002, 0.004, 0.000, 0.000, 0.000, -0.001, 0.002, 0.002, 0.000, 0.011, 0.003, 0.010, 0.000, 0.000, 0.000, 0.009, 0.000, 0.000, 0.000, -0.003, 0.001, 0.026, 0.000, 0.000, 0.000, 0.000, 0.000, 0.000, 0.000, 0.000, 0.000, 0.000, 0.007, 0.000, 0.000, 0.000, 0.000, 0.000, -0.002, 0.001, 0.085, 0.009, 0.001, 0.000, 0.000, 0.001, 0.002, 0.000, 0.005]
}